{
  "formula": "C37H42EuN5OP2",
  "method": "ωB97M-V/def2-TZVPD",
  "total_energy_ev": -86444.6736,
  "charge": 2,
  "e_lumo_ev": [-5.317, -4.666],
  "multiplicity": 7,
  "symbols": ["Eu", "C", "C", "N", "C", "C", "C", "C", "C", "C", "C", "N", "C", "C", "N", "N", "H", "H", "H", "H", "H", "H", "H", "H", "H", "H", "H", "H", "H", "H", "H", "H", "H", "H", "N", "P", "C", "C", "C", "C", "C", "C", "C", "C", "C", "C", "C", "C", "P", "C", "C", "C", "C", "C", "C", "C", "C", "C", "C", "C", "C", "H", "H", "H", "H", "H", "H", "H", "H", "H", "H", "H", "H", "H", "H", "H", "H", "H", "H", "H", "H", "H", "C", "C", "O", "H", "H", "H"],
  "coordinates": [[0.59041, -0.24599, 1.04603], [3.61896, -0.52145, -0.82161], [2.84461, -1.79825, -1.10682], [2.04397, -2.22537, 0.06331], [2.87219, -2.80922, 1.13777], [3.39956, -1.79434, 2.12925], [4.47561, -2.10323, 2.94408], [4.89640, -1.16692, 3.87647], [4.25288, 0.05893, 3.93836], [3.20101, 0.30363, 3.07027], [2.46789, 1.62677, 3.11991], [1.70138, 1.94047, 1.89953], [2.49338, 2.64774, 0.87422], [3.44263, 1.71174, 0.13948], [2.70912, 0.57709, -0.45192], [2.76570, -0.61891, 2.20505], [4.23213, -0.26795, -1.69104], [4.30027, -0.68929, 0.01250], [3.55918, -2.57768, -1.39028], [2.16004, -1.64354, -1.94485], [1.43736, -2.97036, -0.25997], [3.71988, -3.36212, 0.72066], [2.25297, -3.51647, 1.69407], [4.97111, -3.06082, 2.85502], [5.72400, -1.38505, 4.53808], [4.56512, 0.81715, 4.64397], [3.18786, 2.41714, 3.35286], [1.76154, 1.56772, 3.95226], [0.96557, 2.58190, 2.18713], [3.07578, 3.46240, 1.31642], [1.79469, 3.08390, 0.15893], [4.17485, 1.31000, 0.84114], [3.99009, 2.28099, -0.61625], [2.28007, 0.91004, -1.31193], [-1.96605, 0.28807, -0.65461], [-1.40823, -1.34238, -0.69103], [-1.05609, -1.74127, -2.44059], [-1.33509, -0.88610, -3.49889], [-1.02556, -1.26242, -4.79947], [-0.42743, -2.48896, -5.04484], [-0.14941, -3.35211, -3.99173], [-0.46275, -2.97946, -2.69527], [-2.95112, -2.26887, -0.44685], [-4.05049, -2.04018, -1.27371], [-5.19532, -2.80349, -1.12462], [-5.24061, -3.81126, -0.16797], [-4.14715, -4.04634, 0.65031], [-3.00220, -3.27347, 0.51491], [-0.80647, 1.55732, -0.79291], [-1.49805, 2.58541, -2.13359], [-2.76608, 3.14620, -1.96874], [-3.37108, 3.80222, -3.02776], [-2.71304, 3.91182, -4.24692], [-1.44339, 3.37699, -4.40519], [-0.83329, 2.71334, -3.35036], [-1.19065, 2.58508, 0.68180], [-0.74354, 3.90869, 0.69650], [-0.89871, 4.68546, 1.83342], [-1.48924, 4.14216, 2.96997], [-1.93901, 2.83031, 2.96089], [-1.78621, 2.04816, 1.82170], [-2.88653, 0.47522, -1.03926], [-1.80855, 0.06985, -3.32006], [-1.26428, -0.59815, -5.62008], [-0.18665, -2.78104, -6.05832], [0.30706, -4.31327, -4.18849], [-0.28357, -3.66609, -1.87138], [-4.01277, -1.28230, -2.04940], [-6.04769, -2.62000, -1.76492], [-6.13040, -4.41861, -0.07062], [-4.18424, -4.83156, 1.39375], [-2.14464, -3.44502, 1.15612], [-3.27221, 3.08129, -1.01221], [-4.35490, 4.23380, -2.89926], [-3.18885, 4.42526, -5.07176], [-0.92749, 3.47272, -5.35153], [0.15906, 2.29496, -3.47252], [-0.30592, 4.34110, -0.19759], [-0.57150, 5.71703, 1.83113], [-1.62078, 4.74905, 3.85610], [-2.41835, 2.41653, 3.83851], [-2.18939, 1.04262, 1.80014], [-0.91893, -2.39373, 3.81632], [-0.32791, -1.61057, 2.69313], [-0.20072, -0.36498, 2.87700], [-0.97956, -1.80918, 4.73456], [-0.34579, -3.30808, 3.97244], [-1.92643, -2.70248, 3.52168]],
  "lowdin_spin": [6.1051, 0.0001, 0.0001, -0.0064, 0.0002, 0.0002, -0.0003, 0.0006, -0.0003, 0.0001, 0.0000, -0.0062, 0.0001, -0.0004, -0.0061, -0.0076, -0.0001, 0.0000, -0.0001, 0.0001, 0.0004, 0.0000, -0.0001, 0.0000, 0.0000, 0.0000, -0.0001, 0.0000, 0.0002, -0.0001, 0.0000, 0.0000, -0.0002, 0.0003, 0.0016, -0.0058, -0.0003, -0.0001, 0.0000, 0.0000, 0.0000, -0.0001, -0.0018, -0.0004, -0.0001, 0.0001, 0.0000, -0.0002, -0.0058, -0.0020, -0.0004, -0.0001, 0.0000, 0.0000, -0.0001, 0.0000, 0.0002, -0.0002, 0.0001, -0.0001, 0.0001, 0.0003, 0.0000, 0.0000, 0.0000, 0.0000, -0.0001, 0.0000, 0.0000, 0.0000, 0.0000, -0.0001, 0.0000, 0.0000, 0.0000, 0.0000, -0.0001, 0.0000, 0.0000, 0.0000, 0.0000, 0.0001, -0.0063, -0.0272, -0.0300, -0.0006, -0.0001, 0.0000]
}

=====

{
  "formula": "C37H42GeN7O5ReS2",
  "method": "ωB97M-V/def2-TZVPD",
  "total_energy_ev": -140031.5369,
  "charge": 1,
  "e_lumo_ev": [-1.895, -3.257],
  "multiplicity": 4,
  "e_above_lowest_kcal_mol": 15.2,
  "symbols": ["Re", "N", "C", "O", "C", "C", "H", "H", "H", "H", "H", "H", "N", "C", "C", "C", "C", "C", "C", "S", "O", "O", "N", "C", "N", "C", "C", "C", "N", "H", "H", "H", "H", "H", "H", "H", "H", "H", "C", "N", "C", "S", "N", "C", "H", "H", "H", "H", "H", "H", "H", "H", "O", "C", "O", "C", "C", "Ge", "C", "C", "C", "C", "C", "C", "C", "C", "C", "C", "C", "C", "C", "C", "C", "C", "C", "C", "H", "H", "H", "H", "H", "H", "H", "H", "H", "H", "H", "H", "H", "H", "H", "H", "H", "H", "H"],
  "coordinates": [[-0.40510, 0.29606, -1.39886], [-4.53962, -0.43779, -1.09546], [-3.25276, -0.23081, -0.83822], [-2.59756, 0.60860, -1.49661], [-2.59088, -0.87209, 0.34378], [-1.16548, -1.22589, -0.08800], [-4.89837, -0.11623, -1.98411], [-5.00864, -1.22591, -0.67886], [-3.12799, -1.74997, 0.69766], [-2.55556, -0.12463, 1.14540], [-1.19969, -2.15862, -0.64663], [-0.53663, -1.35167, 0.78983], [1.32471, -6.51372, -5.32197], [0.57096, -5.45373, -4.92753], [0.02116, -4.57982, -5.87663], [-0.72719, -3.49567, -5.47875], [-0.91992, -3.25479, -4.12886], [-0.36552, -4.08641, -3.17088], [0.36714, -5.18575, -3.56566], [-1.87277, -1.84394, -3.63364], [-2.63962, -1.31055, -4.71985], [-2.61647, -2.14134, -2.42956], [-0.74640, -0.67020, -3.16305], [-0.00542, -0.18107, -4.16517], [0.69218, 0.92793, -3.86161], [1.40259, 1.48513, -4.81810], [1.45499, 0.96166, -6.10486], [0.72670, -0.20432, -6.30845], [0.01050, -0.76918, -5.35881], [1.34519, -6.76909, -6.29366], [1.56376, -7.22849, -4.65754], [0.18995, -4.77187, -6.92417], [-1.17957, -2.82759, -6.19034], [-0.53408, -3.87645, -2.12690], [0.79036, -5.85351, -2.83091], [1.93119, 2.38708, -4.53804], [2.03722, 1.42091, -6.88712], [0.70795, -0.71278, -7.26340], [-3.34797, 4.77243, -3.23196], [-2.18985, 3.93948, -3.01229], [-1.69975, 3.55267, -1.83032], [-0.13558, 2.87947, -1.82798], [-2.36797, 3.79627, -0.70616], [-1.88818, 3.43998, 0.60872], [-3.31403, 5.16031, -4.24691], [-3.33443, 5.61911, -2.54433], [-4.28032, 4.21714, -3.11098], [-1.68762, 3.60885, -3.82251], [-3.27845, 4.22989, -0.76595], [-1.33089, 2.50171, 0.56210], [-2.73942, 3.31715, 1.27180], [-1.22252, 4.20591, 1.01583], [1.66622, 0.00190, -1.17036], [1.78708, 0.62301, -0.07979], [0.72291, 0.96338, 0.51313], [3.12057, 0.96404, 0.49307], [3.25886, 0.37777, 1.89165], [1.63391, 0.43561, 3.07324], [0.71698, 2.18633, 3.20417], [-0.56906, 2.30868, 3.70704], [-1.08950, 3.55309, 4.01530], [-0.32928, 4.69216, 3.81508], [0.93984, 4.58279, 3.27207], [1.45812, 3.33644, 2.97423], [2.48887, 0.26426, 4.87564], [3.19604, -0.89524, 5.15718], [3.83282, -1.05441, 6.37402], [3.76234, -0.05105, 7.32559], [3.05911, 1.10904, 7.05214], [2.42606, 1.26481, 5.83062], [0.57369, -1.24437, 3.00753], [-0.50164, -1.41332, 3.87063], [-1.19580, -2.60836, 3.91801], [-0.79490, -3.67328, 3.12891], [0.29885, -3.53412, 2.29260], [0.96984, -2.32409, 2.22756], [3.16037, 2.05343, 0.52793], [3.89826, 0.60262, -0.18005], [4.06338, 0.88025, 2.42806], [3.54821, -0.66884, 1.81056], [-1.16541, 1.42205, 3.86614], [-2.08669, 3.63123, 4.42442], [-0.72066, 5.65968, 4.09109], [1.53469, 5.46813, 3.10876], [2.45609, 3.25076, 2.56884], [3.23953, -1.68167, 4.41493], [4.38075, -1.96290, 6.57660], [4.25012, -0.17595, 8.28107], [2.99888, 1.89743, 7.78748], [1.87688, 2.17252, 5.61895], [-0.78179, -0.60472, 4.53005], [-2.03843, -2.71243, 4.58514], [-1.32331, -4.61298, 3.17844], [0.63355, -4.36921, 1.69437], [1.80935, -2.21833, 1.55443]],
  "lowdin_spin": [2.5424, 0.0047, 0.0063, 0.0315, 0.0044, 0.0107, 0.0003, 0.0000, -0.0021, 0.0001, 0.0155, 0.0074, 0.0010, 0.0012, 0.0001, 0.0012, 0.0015, 0.0013, -0.0002, 0.0104, 0.0065, 0.0022, 0.0710, 0.0119, 0.0442, 0.0032, 0.0108, -0.0019, 0.0092, 0.0000, 0.0000, 0.0000, 0.0000, 0.0003, 0.0000, 0.0005, 0.0008, -0.0004, 0.0013, 0.0102, 0.0184, 0.0941, 0.0040, 0.0029, 0.0000, 0.0002, 0.0005, 0.0003, 0.0001, 0.0022, 0.0001, 0.0004, 0.0286, 0.0253, 0.0090, 0.0012, 0.0015, 0.0001, 0.0000, 0.0000, 0.0000, 0.0000, 0.0000, 0.0001, 0.0000, 0.0000, 0.0000, 0.0000, 0.0000, 0.0000, 0.0009, 0.0002, 0.0002, 0.0001, 0.0003, 0.0007, 0.0008, -0.0001, 0.0001, 0.0000, 0.0000, 0.0000, 0.0000, 0.0000, 0.0000, 0.0000, 0.0000, 0.0000, 0.0000, 0.0000, 0.0000, 0.0000, 0.0000, 0.0000, 0.0001]
}

=====

- Among the records above, which one has the highest charge?
  C37H42EuN5OP2

=====

- What is the charge in the second record?
  +1

=====

- Among the records above, which one has the lowest charge?
  C37H42GeN7O5ReS2